{"formula": "C52H77BClN12O4", "method": "wB97M-V/def2-TZVPD", "symbols": ["C", "C", "O", "C", "O", "C", "C", "C", "C", "O", "B", "C", "C", "C", "C", "N", "C", "N", "N", "O", "C", "C", "C", "C", "Cl", "H", "H", "H", "H", "H", "H", "H", "H", "H", "H", "H", "H", "H", "H", "H", "H", "H", "H", "H", "H", "H", "H", "H", "H", "H", "H", "H", "H", "H", "H", "H", "H", "N", "C", "C", "C", "C", "H", "H", "H", "H", "H", "N", "C", "C", "C", "C", "H", "H", "H", "H", "H", "N", "C", "C", "C", "C", "H", "H", "H", "H", "H", "N", "C", "C", "C", "C", "H", "H", "H", "H", "H", "N", "C", "C", "C", "C", "H", "H", "H", "H", "H", "N", "C", "C", "C", "C", "H", "H", "H", "H", "H", "N", "C", "C", "C", "C", "H", "H", "H", "H", "H", "N", "C", "C", "C", "C", "H", "H", "H", "H", "H", "N", "C", "C", "C", "C", "H", "H", "H", "H", "H"], "positions_angstrom": [[0.815, -1.905, 3.147], [2.066, -1.546, 2.368], [1.809, -1.310, 0.969], [1.254, -0.054, 0.784], [1.984, 0.914, 0.679], [-0.246, -0.007, 0.693], [-0.743, 0.912, -0.423], [-2.250, 0.694, -0.620], [-2.949, 1.794, -1.420], [-4.066, 1.236, -2.080], [-5.128, 1.267, -1.045], [-6.581, 0.830, -1.613], [-7.472, 0.112, -0.582], [-6.970, -1.294, -0.263], [-8.058, -2.213, 0.319], [-7.653, -3.064, 1.454], [-6.982, -4.255, 1.088], [-7.252, -5.383, 1.612], [-5.931, -4.189, 0.115], [-4.987, 2.644, -0.461], [-3.630, 2.929, -0.569], [-2.885, 3.295, 0.733], [-3.758, 3.585, 1.939], [-4.419, 2.332, 2.493], [-4.934, 4.916, 1.676], [0.251, -2.690, 2.656], [1.153, -2.261, 4.122], [0.199, -1.033, 3.348], [2.595, -0.704, 2.818], [2.760, -2.380, 2.406], [-0.593, -1.015, 0.467], [-0.677, 0.264, 1.656], [-0.232, 0.633, -1.346], [-0.513, 1.954, -0.216], [-2.434, -0.263, -1.104], [-2.701, 0.607, 0.370], [-2.243, 2.266, -2.107], [-4.865, 0.501, -0.084], [-6.387, 0.088, -2.394], [-7.129, 1.640, -2.103], [-7.499, 0.739, 0.314], [-8.500, 0.046, -0.956], [-6.571, -1.724, -1.181], [-6.125, -1.223, 0.417], [-8.440, -2.853, -0.475], [-8.891, -1.601, 0.661], [-7.071, -2.520, 2.078], [-8.001, -5.268, 2.290], [-5.181, -4.778, 0.448], [-6.257, -4.601, -0.752], [-3.545, 3.818, -1.214], [-2.222, 4.142, 0.559], [-2.249, 2.458, 1.036], [-3.091, 3.952, 2.720], [-5.247, 2.569, 3.154], [-3.655, 1.846, 3.109], [-4.691, 1.633, 1.707], [0.850, -3.913, 7.002], [2.022, -4.614, 6.919], [1.733, -5.856, 6.423], [0.331, -5.906, 6.196], [-0.185, -4.693, 6.561], [0.762, -2.971, 7.334], [2.956, -4.170, 7.217], [2.447, -6.642, 6.240], [-0.233, -6.737, 5.806], [-1.194, -4.317, 6.544], [4.847, -1.068, -0.293], [5.956, -0.782, -1.040], [6.931, -1.688, -0.708], [6.382, -2.559, 0.273], [5.095, -2.151, 0.502], [3.975, -0.565, -0.319], [5.959, 0.033, -1.743], [7.923, -1.724, -1.125], [6.874, -3.390, 0.750], [4.336, -2.535, 1.157], [1.637, 4.758, -1.006], [2.087, 3.488, -0.765], [2.977, 3.170, -1.755], [3.066, 4.294, -2.625], [2.227, 5.259, -2.132], [0.967, 5.245, -0.441], [1.738, 2.922, 0.079], [3.502, 2.234, -1.850], [3.669, 4.379, -3.515], [1.998, 6.248, -2.488], [-5.909, -2.656, -6.742], [-6.972, -2.593, -5.881], [-6.647, -1.723, -4.874], [-5.335, -1.243, -5.135], [-4.908, -1.834, -6.292], [-5.868, -3.219, -7.569], [-7.864, -3.169, -6.060], [-7.274, -1.460, -4.038], [-4.775, -0.543, -4.533], [-3.981, -1.742, -6.833], [6.537, 3.726, -2.229], [7.646, 4.019, -2.971], [8.629, 3.125, -2.631], [8.087, 2.258, -1.642], [6.795, 2.658, -1.418], [5.660, 4.220, -2.275], [7.642, 4.833, -3.676], [9.624, 3.094, -3.044], [8.584, 1.435, -1.155], [6.039, 2.272, -0.755], [-2.097, 3.921, 5.617], [-1.349, 2.801, 5.376], [-0.192, 2.904, 6.100], [-0.246, 4.135, 6.810], [-1.434, 4.737, 6.491], [-2.995, 4.110, 5.210], [-1.705, 2.035, 4.708], [0.605, 2.180, 6.119], [0.502, 4.532, 7.476], [-1.861, 5.672, 6.809], [-5.159, -7.359, -0.398], [-5.252, -8.720, -0.343], [-4.438, -9.238, -1.316], [-3.828, -8.142, -1.983], [-4.293, -6.996, -1.392], [-5.661, -6.728, 0.208], [-5.887, -9.201, 0.380], [-4.295, -10.285, -1.526], [-3.129, -8.188, -2.801], [-4.080, -5.960, -1.595], [4.002, 0.276, -6.334], [3.335, -0.263, -5.267], [3.885, 0.254, -4.127], [4.925, 1.142, -4.519], [4.972, 1.133, -5.887], [3.810, 0.072, -7.296], [2.530, -0.962, -5.411], [3.577, 0.024, -3.121], [5.566, 1.719, -3.871], [5.609, 1.660, -6.577], [10.542, 4.805, 0.011], [11.076, 5.614, -0.950], [12.120, 6.303, -0.388], [12.218, 5.888, 0.968], [11.230, 4.962, 1.181], [9.760, 4.188, -0.129], [10.670, 5.630, -1.946], [12.743, 7.023, -0.892], [12.930, 6.228, 1.701], [10.960, 4.405, 2.061]], "charge": -1, "lumo_ev": 1.721, "fmax_ev_per_a": 1.58, "homo_lumo_gap_ev": 6.4931, "homo_ev": -4.772}

{"formula": "CH3ClNO", "method": "wB97M-V/def2-TZVPD", "symbols": ["C", "N", "O", "Cl", "H", "H", "H"], "positions_angstrom": [[-0.219, 0.079, 0.251], [-1.393, 0.280, 1.012], [-1.155, 1.505, 1.695], [-2.874, 0.426, -0.471], [0.098, -1.018, 0.486], [-0.541, 0.261, -0.828], [0.548, 0.720, 0.693]], "charge": -1, "lumo_ev": [4.511, 4.513], "fmax_ev_per_a": 6.68, "homo_lumo_gap_ev": [7.7176, 7.7157], "homo_ev": [-3.206, -3.202], "relative_energy_ev": 5.256, "smiles": "CN([O-])Cl"}